C41H87Cl36NO2 | wB97M-V/def2-TZVPD

The geometry in XYZ format:
```
167
C41H87Cl36NO2 wB97M-V/def2-TZVPD
C 1.089 -1.470 -0.986
C -0.128 -0.503 -0.994
C -0.085 0.414 0.237
O -1.430 0.681 0.597
C -1.467 1.443 1.780
N -0.324 0.370 -2.263
H -1.216 0.853 -2.122
H 2.059 0.385 -4.182
H -0.609 -0.327 -2.976
H 1.019 -2.128 -1.885
H 1.069 -2.144 -0.111
H 2.030 -0.951 -0.937
H -1.039 -1.077 -1.050
H 0.240 1.379 -0.163
H 0.591 0.022 0.971
H -1.043 2.392 1.475
H -0.917 0.867 2.511
H -2.527 1.453 2.126
C 1.450 2.051 -4.952
O 2.373 0.951 -4.956
H 1.020 2.042 -5.956
H 0.622 1.986 -4.317
H 1.944 2.976 -4.706
Cl 5.422 4.386 3.985
C 3.876 3.480 3.956
C 3.992 2.474 2.773
Cl 5.364 1.383 3.150
H 3.179 4.266 3.798
H 3.741 2.987 4.927
H 4.231 3.018 1.870
H 3.027 1.949 2.627
Cl 5.609 -5.488 0.534
C 5.827 -4.278 -0.810
C 6.186 -2.915 -0.330
Cl 4.986 -1.909 0.516
H 4.877 -4.218 -1.376
H 6.633 -4.636 -1.459
H 6.445 -2.328 -1.243
H 7.049 -2.972 0.332
Cl 2.504 6.669 -2.290
C 3.410 6.400 -0.778
C 2.600 6.854 0.415
Cl 3.307 6.248 1.965
H 4.347 7.015 -0.842
H 3.693 5.356 -0.684
H 1.585 6.454 0.328
H 2.489 7.940 0.440
Cl -3.442 5.137 1.264
C -3.672 3.718 0.169
C -4.529 2.697 0.825
Cl -6.218 3.360 0.927
H -2.736 3.292 -0.148
H -4.094 4.152 -0.732
H -4.267 2.515 1.848
H -4.555 1.751 0.298
Cl -2.850 2.684 -3.099
C -1.615 3.969 -3.592
C -0.400 3.929 -2.718
Cl -0.731 4.559 -1.073
H -2.105 4.948 -3.502
H -1.351 3.616 -4.593
H 0.340 4.612 -3.114
H 0.035 2.955 -2.622
Cl -4.502 -0.484 -1.280
C -4.441 -1.826 -0.104
C -3.461 -2.918 -0.514
Cl -3.725 -3.474 -2.182
H -5.448 -2.227 0.005
H -4.156 -1.479 0.890
H -3.670 -3.815 0.087
H -2.432 -2.603 -0.459
Cl -5.153 -3.854 2.795
C -3.804 -3.817 4.041
C -2.426 -3.717 3.558
Cl -1.842 -2.274 2.663
H -3.874 -4.694 4.685
H -4.084 -2.943 4.639
H -2.102 -4.570 3.014
H -1.887 -3.673 4.488
Cl 0.425 4.389 3.068
C -0.754 5.559 3.826
C -0.979 6.729 2.901
Cl -2.232 7.801 3.665
H -0.355 5.919 4.781
H -1.681 5.014 4.026
H -1.341 6.441 1.933
H -0.094 7.356 2.780
Cl 5.660 2.116 -1.169
C 4.204 1.151 -1.058
C 2.979 1.872 -1.454
Cl 2.404 3.080 -0.265
H 4.090 0.832 -0.020
H 4.253 0.230 -1.674
H 2.182 1.138 -1.524
H 3.077 2.365 -2.427
Cl -7.005 -0.155 5.732
C -7.051 -0.051 3.965
C -5.942 0.754 3.303
Cl -4.324 -0.027 3.424
H -8.001 0.364 3.628
H -7.042 -1.086 3.568
H -5.804 1.722 3.761
H -6.255 0.899 2.276
Cl 0.525 0.192 -8.336
C -0.753 -0.678 -7.347
C -0.931 -2.137 -7.776
Cl -1.902 -2.394 -9.207
H -1.697 -0.152 -7.354
H -0.388 -0.683 -6.323
H -1.473 -2.574 -6.943
H 0.019 -2.632 -7.940
Cl 4.290 -1.922 -3.143
C 4.369 -1.943 -4.967
C 2.967 -2.179 -5.526
Cl 2.497 -3.906 -5.440
H 5.039 -2.744 -5.210
H 4.706 -1.001 -5.366
H 2.992 -1.955 -6.581
H 2.212 -1.546 -5.060
Cl -4.225 -4.035 -6.928
C -5.263 -2.537 -6.793
C -5.068 -1.794 -5.521
Cl -3.522 -0.942 -5.377
H -6.320 -2.818 -6.870
H -5.041 -1.909 -7.623
H -5.085 -2.535 -4.679
H -5.850 -1.073 -5.334
Cl 8.112 -3.810 4.262
C 6.815 -2.788 3.452
C 5.588 -2.656 4.361
Cl 4.900 -4.291 4.835
H 6.537 -3.285 2.504
H 7.256 -1.794 3.305
H 4.906 -1.991 3.804
H 5.859 -2.196 5.348
Cl 0.532 1.106 5.430
C 0.969 -0.568 5.668
C 2.298 -0.943 5.162
Cl 2.362 -0.755 3.339
H 0.263 -1.159 5.061
H 0.896 -0.849 6.715
H 2.482 -1.993 5.374
H 3.081 -0.273 5.494
Cl -4.167 4.066 4.589
C -3.347 3.284 6.031
C -4.421 2.724 6.979
Cl -3.638 2.140 8.479
H -2.688 3.978 6.511
H -2.729 2.471 5.616
H -5.011 1.910 6.579
H -5.090 3.534 7.354
Cl -1.547 -7.022 -5.355
C -1.187 -5.651 -4.329
C -0.989 -4.497 -5.255
Cl -0.486 -3.010 -4.271
H -0.354 -5.844 -3.654
H -2.062 -5.400 -3.746
H -1.872 -4.180 -5.752
H -0.180 -4.702 -5.937
Cl 0.410 -5.407 1.049
C 1.925 -5.245 1.919
C 1.918 -5.719 3.340
Cl 0.900 -4.636 4.412
H 2.173 -4.182 1.915
H 2.721 -5.811 1.413
H 2.959 -5.674 3.709
H 1.489 -6.721 3.484
```

Output
- Calculated total energy: -18386.5904 Ha
- 2S+1: 1
- E_LUMO: 0.188 eV
- Charge: 0

Mulliken atomic charge list, values in e, 6 entries: number 1, C, carries -0.888; number 2, C, carries 0.868; number 3, C, carries -0.241; number 4, O, carries 0.881; number 5, C, carries 0.292; number 6, N, carries 0.270